{"formula": "C40H61N2O10P3RbS", "method": "ωB97M-V/def2-TZVPD", "elements": ["Rb", "C", "C", "O", "C", "C", "O", "C", "C", "O", "C", "C", "O", "H", "H", "H", "H", "H", "H", "H", "H", "H", "H", "H", "H", "H", "H", "H", "H", "C", "C", "C", "O", "P", "O", "C", "P", "O", "O", "C", "C", "C", "O", "C", "C", "C", "O", "C", "C", "C", "H", "H", "H", "H", "H", "H", "H", "H", "H", "H", "H", "H", "H", "H", "H", "H", "H", "H", "H", "H", "H", "H", "H", "H", "H", "H", "H", "H", "H", "H", "S", "C", "N", "N", "P", "C", "C", "C", "C", "C", "C", "C", "C", "C", "C", "C", "C", "C", "C", "C", "C", "C", "C", "H", "H", "H", "H", "H", "H", "H", "H", "H", "H", "H", "H", "H", "H", "H"], "coordinates": [[-0.031637, 0.638945, 0.070006], [-1.708523, 3.748292, 2.994389], [-0.436471, 3.057094, 3.454247], [0.353919, 2.580027, 2.400057], [1.302012, 3.464885, 1.813138], [0.698130, 4.478698, 0.864038], [-0.179886, 3.797444, -0.009896], [-0.951945, 4.635450, -0.815922], [-1.959551, 3.770671, -1.575643], [-2.412114, 2.638593, -0.868195], [-3.525344, 2.780549, -0.009366], [-3.276402, 3.598453, 1.237599], [-2.364366, 2.921565, 2.065000], [-1.482518, 4.720274, 2.542260], [-2.345429, 3.935133, 3.873276], [-0.713509, 2.185329, 4.052534], [0.131131, 3.747182, 4.094957], [1.957839, 2.804284, 1.233414], [1.882340, 3.988283, 2.585137], [1.519444, 4.951570, 0.308439], [0.148513, 5.277555, 1.382692], [-0.333806, 5.172934, -1.550824], [-1.449865, 5.398899, -0.201725], [-1.467431, 3.365974, -2.461543], [-2.801130, 4.397289, -1.902647], [-3.772753, 1.762361, 0.290750], [-4.375807, 3.218220, -0.553668], [-4.240107, 3.750328, 1.748364], [-2.888253, 4.589876, 0.981568], [-5.951959, -2.992525, 0.975965], [-4.933191, -3.043043, -0.142019], [-5.565369, -3.268978, -1.498237], [-4.235025, -1.774356, -0.185700], [-2.762700, -1.604284, 0.394882], [-2.400229, -0.176987, 0.481033], [-1.656664, -2.561497, -0.674320], [-1.399772, -1.646283, -2.223247], [-0.661535, -0.382426, -2.048787], [-2.859930, -1.427541, -2.821065], [-3.296079, -0.055133, -3.093952], [-4.805415, -0.056706, -3.044091], [-2.749764, 0.399383, -4.430502], [-0.648123, -2.587695, -3.228069], [-1.106419, -3.649250, -4.101056], [-2.160617, -4.527657, -3.459347], [-1.560201, -3.044593, -5.414815], [-2.961465, -2.339584, 1.773129], [-2.010587, -2.661987, 2.836382], [-1.695388, -4.137642, 2.772181], [-0.781497, -1.772066, 2.806374], [-6.546864, -3.907988, 0.982206], [-6.618635, -2.140958, 0.823061], [-5.459219, -2.881921, 1.940204], [-4.212460, -3.840344, 0.062080], [-6.365789, -2.545652, -1.669528], [-5.985560, -4.275036, -1.547736], [-4.826982, -3.153526, -2.288597], [-2.051319, -3.564627, -0.849104], [-0.662486, -2.678575, -0.215095], [-2.899223, 0.585201, -2.305283], [-5.213021, -0.762713, -3.772646], [-5.174118, 0.942835, -3.283660], [-5.154541, -0.333639, -2.051109], [-3.136291, -0.225167, -5.239769], [-1.660620, 0.351924, -4.434890], [-3.050772, 1.433038, -4.613745], [-0.206123, -4.239482, -4.265846], [-3.052112, -3.944948, -3.227666], [-1.784554, -5.013835, -2.554815], [-2.444388, -5.307774, -4.168304], [-2.511766, -2.527104, -5.284622], [-1.689322, -3.834982, -6.156500], [-0.822819, -2.332348, -5.784995], [-2.578732, -2.460357, 3.745972], [-1.017794, -4.366094, 1.951266], [-2.613795, -4.714908, 2.650404], [-1.210184, -4.447001, 3.699806], [-0.120818, -2.054808, 1.981388], [-0.218157, -1.908886, 3.730408], [-1.058641, -0.720970, 2.715881], [1.287687, -4.216440, 0.551832], [0.117175, -5.113577, -0.233454], [-0.758787, -5.693086, -0.745185], [2.559726, 1.194776, 0.133311], [3.985966, 0.948360, 0.597998], [4.257274, -0.138548, 2.067286], [5.508134, -0.587612, 2.484078], [5.631242, -1.382748, 3.615467], [4.499165, -1.742952, 4.339015], [3.247922, -1.306887, 3.926399], [3.132237, -0.506767, 2.795528], [5.172887, 0.164120, -0.583593], [4.698934, -0.980913, -1.232644], [5.470871, -1.630892, -2.181674], [6.727815, -1.135162, -2.515586], [7.206471, 0.003179, -1.886584], [6.432565, 0.646464, -0.922869], [4.888990, 2.485693, 1.127990], [5.099217, 3.470608, 0.156053], [5.514303, 4.747645, 0.503016], [5.702321, 5.079146, 1.841662], [5.466061, 4.125469, 2.819888], [5.059707, 2.841864, 2.462947], [6.391650, -0.314214, 1.916526], [6.608004, -1.728321, 3.932560], [4.594838, -2.367180, 5.219219], [2.364196, -1.594090, 4.483539], [2.167741, -0.146017, 2.452607], [3.710041, -1.351497, -0.985716], [5.092292, -2.523927, -2.663624], [7.330517, -1.636564, -3.263675], [8.185105, 0.392793, -2.141917], [6.825828, 1.524912, -0.425189], [4.916074, 3.225094, -0.884329], [5.681430, 5.491290, -0.267461], [6.024570, 6.076254, 2.117180], [5.594875, 4.379337, 3.865707], [4.877504, 2.105730, 3.237753]], "forces_ev_per_a": [[1.0157, 1.3618, 1.1413], [-0.0717, 0.0049, -0.0116], [0.0282, 0.0118, -0.1131], [0.1138, -0.0062, 0.1371], [-0.0427, -0.0526, 0.0071], [-0.1228, 0.0368, -0.0441], [0.1520, 0.0323, 0.0176], [-0.0048, 0.0108, 0.0601], [-0.0306, -0.1263, 0.0041], [-0.0315, -0.0187, -0.0063], [0.0718, -0.0188, -0.0784], [0.0165, -0.0195, 0.0698], [-0.0206, 0.0377, 0.0394], [0.0081, -0.0001, -0.0388], [-0.0037, 0.0413, 0.0041], [0.0324, -0.0207, -0.0126], [-0.0165, -0.0087, 0.0312], [0.0429, -0.0464, 0.0275], [-0.0154, -0.0034, 0.0286], [0.0109, 0.0050, -0.0174], [-0.0238, 0.0254, -0.0009], [0.0066, 0.0203, 0.0023], [-0.0108, 0.0118, 0.0217], [-0.0089, -0.0083, -0.0166], [-0.0083, 0.0008, -0.0318], [-0.0336, -0.0135, -0.0372], [0.0155, 0.0315, -0.0227], [-0.0038, -0.0173, 0.0264], [-0.0267, 0.0384, 0.0021], [-0.0442, 0.0265, 0.0461], [0.0877, -0.0111, -0.0104], [-0.0521, 0.0129, -0.0229], [-0.0117, -0.0999, -0.0670], [-0.3140, 0.2257, 0.1249], [-0.9196, -0.7144, 0.0518], [-0.2772, 0.5891, -0.1437], [0.2670, 0.0925, -0.1096], [-0.4254, -0.9345, -1.1579], [-0.1866, 0.2030, -0.1526], [-0.0014, -0.0223, 0.0779], [-0.0579, -0.0393, -0.0075], [0.0454, -0.0628, -0.0589], [0.0503, -0.2154, 0.0314], [-0.0702, -0.0375, 0.0728], [0.0513, -0.0689, 0.0541], [-0.0423, 0.0552, -0.0002], [0.2804, -0.3689, 0.2362], [-0.0175, 0.1432, 0.0066], [-0.0422, -0.0966, -0.0463], [-0.0152, -0.0094, -0.1302], [0.0032, 0.0066, 0.0090], [-0.0124, -0.0290, -0.0025], [-0.0027, 0.0005, -0.0099], [0.0434, 0.0216, -0.0209], [0.0060, -0.0062, -0.0011], [-0.0135, 0.0177, -0.0036], [0.0175, -0.0018, -0.0094], [0.0648, 0.0161, -0.0037], [-0.0893, -0.0518, 0.0340], [0.0334, -0.0398, 0.0550], [-0.0003, 0.0266, -0.0047], [-0.0113, -0.0123, 0.0037], [0.0080, -0.0027, -0.0016], [-0.0150, 0.0312, 0.0048], [-0.0141, 0.0111, 0.0137], [-0.0016, -0.0068, -0.0083], [0.0578, -0.0070, 0.0304], [-0.0601, 0.0220, -0.0358], [-0.0169, 0.0645, -0.1117], [-0.0103, -0.0093, -0.0182], [0.0054, -0.0098, -0.0144], [-0.0139, 0.0065, 0.0024], [0.0172, -0.0139, -0.0082], [-0.0821, 0.1022, -0.0297], [0.0049, 0.0006, -0.0265], [0.0060, 0.0153, 0.0565], [0.0272, 0.0030, -0.0100], [0.0180, -0.0056, 0.0338], [0.0084, -0.0284, -0.0117], [-0.0195, -0.0005, 0.0709], [-0.1733, -0.2202, -0.3178], [0.1695, 0.1289, 0.2690], [0.1401, -0.0126, 0.0758], [0.6773, -0.1239, 0.0770], [0.0631, 0.1364, -0.0874], [-0.0386, 0.0041, 0.0811], [-0.0209, -0.0289, 0.0182], [-0.0335, 0.0236, -0.0104], [0.0215, 0.0172, -0.0290], [0.0471, 0.0351, -0.0315], [-0.0038, -0.0166, 0.0445], [-0.0889, -0.0326, -0.1447], [0.0388, 0.0617, 0.0406], [0.0280, 0.0283, 0.0203], [-0.0265, -0.0025, 0.0128], [-0.0410, 0.0087, 0.0466], [0.0832, -0.0817, 0.0529], [-0.2439, 0.1358, -0.0763], [0.0515, 0.0040, 0.0459], [-0.0047, -0.0690, 0.0194], [-0.0177, -0.0170, -0.0093], [-0.0100, -0.0492, -0.0419], [0.1491, -0.0344, 0.0338], [0.0003, -0.0118, 0.0031], [0.0043, -0.0033, -0.0048], [-0.0011, -0.0135, -0.0053], [-0.0078, -0.0039, -0.0069], [-0.0033, 0.0004, -0.0084], [-0.0143, 0.0050, -0.0156], [-0.0081, 0.0037, -0.0005], [-0.0058, -0.0047, 0.0027], [0.0004, 0.0102, 0.0045], [0.0015, 0.0076, -0.0210], [-0.0125, 0.0155, -0.0030], [0.0042, -0.0050, -0.0082], [-0.0095, 0.0041, -0.0003], [0.0017, -0.0116, 0.0029], [-0.0172, 0.0146, 0.0053]], "multiplicity": 1, "fmax_ev_per_a": 2.0, "charge": -1, "orbital_gap_ha": 0.2139, "de_lowest_kcal_mol": 16.8}